[1]
{
  "formula": "C7H14N4O",
  "method": "ωB97M-V/def2-TZVPD",
  "species": ["C", "N", "C", "N", "C", "O", "C", "C", "C", "C", "N", "N", "H", "H", "H", "H", "H", "H", "H", "H", "H", "H", "H", "H", "H", "H"],
  "xyz": [[1.488972, -2.394946, 2.740931], [1.013546, -2.288356, 1.366913], [0.893208, -1.235011, 0.656900], [1.235604, 0.011912, 0.926064], [0.936035, 1.096814, 0.120750], [0.995715, 2.230102, 0.458848], [0.385218, 0.677037, -1.309923], [1.162647, -0.463621, -1.903788], [-1.018128, 0.412026, -1.046665], [-2.001182, 1.429017, -0.802264], [-3.278345, 1.066775, -0.756493], [-1.676960, 2.705186, -0.654047], [2.277976, -1.669394, 2.940369], [1.879009, -3.399070, 2.894442], [0.673156, -2.232306, 3.448704], [0.711449, -3.173819, 0.962799], [1.810249, 0.263020, 1.736600], [0.545972, 1.583558, -1.904221], [0.711592, -0.807589, -2.832786], [1.134082, -1.324773, -1.200278], [2.199875, -0.191796, -2.085204], [-1.374025, -0.606939, -1.097775], [-3.577002, 0.117353, -0.924938], [-4.011095, 1.755715, -0.645776], [-0.723099, 3.035385, -0.578373], [-2.394467, 3.403720, -0.510790]],
  "forces_ev_per_a": [[0.29, 0.16, 1.08], [-0.37, -0.39, -0.72], [0.13, 0.21, 0.80], [0.75, -0.53, 1.14], [-0.89, 0.25, -2.31], [0.37, 0.23, 0.60], [0.90, 0.81, 0.73], [-0.04, -0.25, -0.24], [-0.49, -0.45, -0.24], [-0.47, 0.46, 0.04], [0.00, 0.11, 0.00], [-0.12, -0.04, -0.02], [0.01, -0.10, -0.10], [0.05, 0.08, -0.10], [-0.03, 0.01, -0.17], [0.02, 0.21, -0.17], [-0.16, -0.24, 0.07], [-0.14, -0.02, 0.05], [0.01, -0.04, -0.03], [0.11, -0.08, -0.40], [0.04, -0.05, 0.05], [-0.13, -0.07, -0.04], [0.11, 0.06, -0.02], [0.00, -0.09, 0.03], [0.03, -0.20, -0.01], [0.04, -0.02, -0.02]],
  "orbital_gap_ev": [7.00, 8.78],
  "relative_energy_kj_mol": 92.3,
  "homo_energy_ev": [-17.025, -18.247],
  "charge": 2,
  "smiles": "C[NH+]=C=[NH+]C(=O)[C@@H](C)C=C(N)N"
}

---

[2]
{
  "formula": "C7H14N4O2S",
  "method": "ωB97M-V/def2-TZVPD",
  "species": ["C", "C", "C", "N", "C", "S", "C", "C", "O", "O", "H", "H", "H", "H", "H", "H", "H", "H", "H", "N", "C", "N", "H", "H", "N", "H", "H", "H"],
  "xyz": [[-1.086760, -0.770540, 3.986306], [-0.776288, 0.610715, 3.448417], [-1.454064, 0.899197, 2.168014], [-0.924126, 1.090893, 1.086002], [0.031651, 0.808161, 0.291507], [0.452965, -0.671339, -0.290907], [0.895102, 1.939626, -0.216316], [0.252662, 3.230427, -0.616106], [0.184710, 4.221089, 0.095826], [-0.400004, 3.239363, -1.794501], [-0.456760, -1.481106, 3.527187], [-2.067033, -0.994267, 3.901539], [-0.770041, -0.883408, 5.134196], [-1.097663, 1.475859, 4.144658], [0.301985, 0.553184, 3.412443], [-2.510112, 0.827735, 2.081284], [1.477970, 2.181307, 0.609798], [1.655508, 1.650757, -0.940499], [-0.295550, 2.390584, -2.397589], [-0.141628, 0.965414, -3.156933], [-0.216890, -0.165233, -3.370587], [-0.153453, -1.508714, -3.659776], [-0.774806, -1.717419, -4.328975], [0.675892, -1.988420, -3.337499], [1.663354, -3.789457, -2.556525], [0.914926, -4.254064, -2.106926], [2.419734, -3.568866, -1.931784], [2.198719, -4.291480, -3.182258]],
  "forces_ev_per_a": [[2.64, 0.93, 3.65], [0.01, 1.04, 1.76], [-0.29, -0.77, 1.15], [-0.07, 0.03, -1.46], [2.25, 0.63, -2.16], [-0.24, -1.31, 0.51], [0.25, 0.40, -0.57], [-2.10, 1.41, -0.38], [0.56, -1.26, -0.51], [0.62, -1.06, -0.53], [0.38, -0.90, -0.95], [-3.23, -1.09, -0.20], [-0.86, 0.56, -2.34], [0.54, -1.45, -0.76], [0.37, 1.02, -0.61], [-1.30, 0.42, 0.81], [1.11, 0.64, 1.82], [-0.61, -0.50, -0.33], [0.03, 1.32, 1.47], [-0.39, -0.53, -0.31], [0.95, -1.61, -0.40], [1.59, 4.50, 3.45], [-2.13, -1.86, -2.87], [-0.05, -0.75, -0.19], [0.48, 2.47, 0.59], [-0.37, -0.84, 0.37], [-0.40, 0.52, 1.11], [0.27, -1.98, -2.12]],
  "orbital_gap_ev": 8.61,
  "relative_energy_kj_mol": 271.4,
  "homo_energy_ev": -8.158,
  "smiles": "CC/C=N\\C(=S)CC(=O)O.N#CN.N"
}

---

[3]
{
  "formula": "C7H14N4S",
  "method": "ωB97M-V/def2-TZVPD",
  "species": ["C", "C", "C", "C", "C", "C", "C", "N", "N", "N", "N", "S", "H", "H", "H", "H", "H", "H", "H", "H", "H", "H", "H", "H", "H", "H"],
  "xyz": [[-3.144248, -2.741250, 2.291447], [3.907826, 3.125021, -1.247296], [-1.410887, -2.245554, 0.547022], [-0.121180, -0.892770, -0.952317], [-4.496571, -3.219463, 2.029347], [5.313488, 2.651241, -1.230692], [-0.704681, 1.777407, -0.968452], [-2.319870, -2.391972, 1.415227], [2.959451, 2.519766, -0.699666], [-1.118516, -1.072130, -0.043229], [2.098227, 1.987798, -0.173487], [0.539692, 0.557977, -1.456026], [-2.834655, -2.657029, 3.334797], [3.682687, 4.069805, -1.726137], [-0.820092, -3.111973, 0.257329], [-5.218220, -2.654404, 2.623458], [-4.765368, -3.200726, 0.976901], [-4.568701, -4.244960, 2.407351], [5.941744, 3.410173, -0.761365], [5.673121, 2.532786, -2.253669], [5.420824, 1.712290, -0.695155], [-0.674038, 1.947130, 0.104004], [-1.686001, 1.462530, -1.313605], [-0.444277, 2.703817, -1.474204], [-1.665520, -0.257594, 0.229489], [0.455765, -1.767915, -1.221071]],
  "forces_ev_per_a": [[-0.17, 0.03, 0.64], [0.95, 0.91, -0.74], [-0.37, -0.96, 0.62], [0.96, 1.22, -0.16], [-0.54, -0.24, -0.30], [0.35, -0.18, -0.04], [0.19, -0.08, 0.11], [0.79, 0.28, -0.82], [-0.13, -0.03, 0.01], [-0.37, 1.14, -0.13], [-0.90, -0.27, 0.75], [-0.98, -1.40, -0.04], [0.17, 0.02, -0.02], [-0.29, 0.01, 0.11], [0.00, 0.01, -0.02], [0.06, 0.09, 0.03], [0.01, 0.01, 0.00], [0.06, -0.04, 0.03], [-0.02, -0.06, 0.06], [0.01, -0.08, 0.02], [0.05, -0.03, 0.01], [0.05, 0.01, 0.11], [-0.03, -0.06, -0.07], [0.10, -0.01, -0.04], [0.06, -0.18, -0.01], [-0.02, -0.11, -0.10]],
  "orbital_gap_ev": [5.80, 5.81],
  "relative_energy_kj_mol": 48.0,
  "homo_energy_ev": [-14.150, -14.156],
  "charge": 2
}

---

[4]
{
  "formula": "C7H14N5",
  "method": "ωB97M-V/def2-TZVPD",
  "species": ["C", "N", "C", "C", "N", "C", "C", "N", "N", "N", "C", "C", "H", "H", "H", "H", "H", "H", "H", "H", "H", "H", "H", "H", "H", "H"],
  "xyz": [[2.012595, -1.114901, -0.694446], [0.613128, -1.094860, -0.393178], [-0.056243, -2.409413, -0.162600], [-0.079518, -0.017197, -0.051157], [0.635141, 1.076013, 0.369885], [1.752597, 1.284328, 1.110999], [2.012328, 2.639037, 1.019561], [1.142468, 3.116990, 0.084818], [0.323494, 2.280553, -0.256075], [-1.408921, 0.095133, -0.086794], [-2.355981, -0.629363, -0.952285], [-1.871883, 1.240222, 0.717529], [2.732001, -1.702383, -0.151993], [2.045357, -1.443881, -1.646801], [2.499707, -0.194307, -0.831177], [-0.510418, -2.890392, -1.132824], [0.559257, -3.170209, 0.252830], [-0.728048, -2.427948, 0.677122], [2.090735, 0.450729, 1.621787], [2.783698, 3.042907, 1.595743], [-2.720193, -1.650982, -0.669899], [-1.861268, -0.923082, -1.886165], [-3.379526, -0.147248, -1.105726], [-2.016252, 2.111690, 0.025373], [-1.281231, 1.424935, 1.517352], [-2.933023, 1.053630, 1.028122]],
  "forces_ev_per_a": [[0.68, 0.37, 0.53], [-1.55, -1.48, 1.89], [-0.77, -0.98, -2.19], [-0.22, -0.89, -0.49], [0.12, 1.50, -0.95], [-1.02, 1.25, -0.19], [-0.36, -3.74, -0.21], [1.38, 3.02, 1.07], [-1.55, -1.67, -1.53], [0.71, 0.33, 0.85], [-1.22, -1.49, -0.73], [-5.16, 0.22, -3.40], [-0.56, -0.62, 1.05], [0.34, -1.71, -3.32], [-0.05, 1.78, 0.38], [0.69, 1.20, 1.90], [1.78, -0.29, -0.29], [-1.08, 1.00, -0.14], [1.17, -0.97, 1.26], [0.83, 1.51, 0.15], [0.77, 0.74, 1.03], [-0.15, 0.92, -0.11], [1.98, 0.31, 0.12], [0.57, -0.58, 0.91], [1.65, 0.60, 2.31], [1.04, -0.32, 0.11]],
  "orbital_gap_ev": 9.94,
  "relative_energy_kj_mol": 245.0,
  "homo_energy_ev": -13.676,
  "charge": 1,
  "smiles": "CN(C)C(n1ccnn1)=[N+](C)C"
}

---

[5]
{
  "formula": "C7H14N5O3",
  "method": "ωB97M-V/def2-TZVPD",
  "species": ["C", "C", "C", "C", "C", "C", "C", "N", "N", "N", "N", "N", "O", "O", "O", "H", "H", "H", "H", "H", "H", "H", "H", "H", "H", "H", "H", "H", "H"],
  "xyz": [[-0.056308, 1.976896, 0.097293], [0.557912, 0.392024, 1.766008], [0.779161, -1.616989, -2.251652], [-0.235516, -0.945673, -0.087624], [0.011607, 2.433549, 2.687832], [2.172322, -1.010413, 0.354851], [-2.703924, -0.917607, -0.395562], [0.136300, 1.630483, 1.487078], [0.820295, -0.476502, 0.543142], [0.602023, -2.681486, -3.066962], [-0.118841, -1.765642, -1.142707], [-0.338215, 3.220480, -0.259555], [0.745042, -0.071941, 2.847915], [1.396543, -0.581546, -2.367582], [-1.515509, -0.635835, 0.339824], [-0.958894, 2.704792, 2.775155], [0.252892, 1.868977, 3.630549], [0.557958, 3.331499, 2.454248], [2.906481, -0.345173, 1.018761], [2.189753, -2.094161, 0.540057], [2.346422, -0.850196, -0.644415], [-2.707325, -0.296087, -1.188872], [-3.559348, -0.511161, 0.237047], [-2.719662, -1.902018, -0.621985], [0.555991, -3.572989, -2.553320], [1.051588, -2.562313, -3.933697], [-1.015303, -2.139544, -1.464333], [-0.641030, 3.404914, -1.208984], [-0.512416, 4.013662, 0.407487]],
  "forces_ev_per_a": [[0.03, -0.38, 0.38], [0.21, -1.82, -0.99], [-0.33, 1.74, 0.52], [-1.58, 0.96, 0.49], [1.79, -0.05, 0.19], [0.71, 1.04, 2.88], [-0.55, 2.35, 3.37], [-0.08, 0.95, -2.04], [-2.21, 0.09, 1.32], [-0.05, -0.10, 1.48], [-1.20, -0.69, -0.07], [-0.46, 0.38, 2.45], [0.31, -0.37, -0.16], [-0.19, -1.31, -0.78], [3.72, -0.08, 0.97], [-3.29, 0.95, 0.36], [0.35, 0.82, -1.32], [0.63, 0.41, 0.81], [-1.63, -1.91, -1.42], [0.20, 0.45, 0.48], [1.21, 0.48, -2.03], [0.01, 1.73, -3.19], [1.17, -1.21, -0.49], [-0.81, -3.16, -0.63], [0.08, 0.48, -1.10], [0.74, -0.60, -1.14], [0.55, -0.02, 0.27], [0.41, -0.25, 0.18], [0.27, -0.90, -0.81]],
  "orbital_gap_ev": 9.34,
  "relative_energy_kj_mol": 188.6,
  "homo_energy_ev": -12.063,
  "charge": 1
}

---

[6]
{
  "formula": "C7H14NO",
  "method": "ωB97M-V/def2-TZVPD",
  "species": ["C", "C", "C", "C", "C", "C", "C", "N", "O", "H", "H", "H", "H", "H", "H", "H", "H", "H", "H", "H", "H", "H", "H"],
  "xyz": [[0.526890, -0.098924, -0.699159], [-0.841304, -0.267192, -0.953784], [1.828299, 0.519578, 1.394825], [-1.007299, -0.317880, -2.440331], [1.263671, 0.504486, 2.759964], [3.187817, 0.758971, 0.900737], [-3.216343, -0.780909, -0.812226], [-1.894916, -0.678114, -0.232976], [0.845839, 0.131741, 0.629153], [1.199678, 0.159141, -1.475559], [-0.659682, -1.155602, -2.866726], [-0.392004, 0.469927, -2.911971], [-1.977383, -0.140210, -2.800961], [0.739281, -0.420959, 3.038112], [0.432583, 1.251599, 2.790238], [1.948500, 0.551665, 3.529960], [3.627191, -0.240664, 0.894318], [3.734067, 1.466226, 1.618830], [3.078586, 1.171537, -0.120835], [-3.571556, 0.285674, -0.997261], [-3.024591, -1.349130, -1.780921], [-3.982758, -1.228350, -0.176179], [-1.844567, -0.592613, 0.712751]],
  "forces_ev_per_a": [[-1.97, 0.65, 1.44], [1.70, -1.37, -1.48], [-2.89, -1.68, -1.16], [0.18, 3.85, 0.33], [-1.60, 0.02, -0.20], [-0.28, 1.38, 0.69], [-0.19, 1.08, -1.89], [0.83, 0.42, -1.60], [1.12, 0.31, 0.86], [0.63, 0.21, -0.25], [1.12, -3.51, -1.20], [-0.27, -0.18, 0.34], [-1.21, 0.26, -0.27], [0.08, -0.14, -0.88], [0.95, -0.14, 0.30], [1.62, 1.06, 1.53], [0.50, 0.07, -0.17], [-0.62, -1.15, -1.22], [0.57, -0.23, 0.47], [0.11, -1.40, -0.27], [-1.28, 0.69, 1.41], [0.65, -0.34, 0.05], [0.26, 0.14, 3.16]],
  "orbital_gap_ev": [7.56, 7.56],
  "relative_energy_kj_mol": 348.2,
  "homo_energy_ev": [-11.941, -11.941],
  "charge": 1
}